1.
Entry from the OMol25 dataset: a single C3H4OS molecule (ωB97M-V/def2-TZVPD).

Each line ends with the natural charge from an NBO analysis.
CARTESIAN COORDINATES (ANGSTROEM)
C: 0.00853 0.64152 -1.06997  -0.31
C: -0.56194 -0.29586 -0.32595  -0.33
C: -0.27191 -0.68009 1.12602  0.52
O: -0.76159 -1.68855 1.55558  -0.52
S: 1.12950 0.01978 2.45634  -0.20
H: 0.65459 1.46439 -0.56187  0.22
H: -0.21516 0.91280 -2.14785  0.23
H: -1.33854 -1.04561 -0.54009  0.24
H: 1.31860 -1.23358 2.92412  0.15

The energy relative to the best compared isomer or geometry (same formula, charge and spin) is 144.1 kJ/mol. As for the HOMO energy: -9.52 eV. As for the electronic energy: -590.0698 Eh. Its SMILES is C=CC(=O)S.



2.
Entry from the OMol25 dataset: a single C5H13NS molecule (ωB97M-V/def2-TZVPD).

Each line ends with the natural charge from an NBO analysis.
CARTESIAN COORDINATES (ANGSTROEM)
C: 1.96313 -1.41041 0.86007  -0.65
C: 1.99653 0.02653 0.12919  -0.21
N: 0.75568 0.76777 0.46860  -0.65
C: -0.43571 0.16639 -0.16072  -0.07
C: -0.74125 0.92505 -1.38661  -0.65
C: -1.70900 -0.05044 0.76894  -0.48
S: -3.11362 -0.77157 -0.31284  -0.10
H: 1.37845 -1.23342 1.70630  0.21
H: 2.98741 -1.74458 1.24139  0.23
H: 1.23004 -1.93098 0.28218  0.21
H: 2.86544 0.61887 0.44295  0.20
H: 2.04375 -0.30560 -1.01291  0.15
H: 1.02485 1.75942 0.26329  0.37
H: -0.11631 -0.84191 -0.45181  0.19
H: 0.08360 1.51287 -1.79865  0.21
H: -1.58282 1.65349 -1.35536  0.21
H: -1.18236 0.31236 -2.14982  0.23
H: -2.03051 0.86776 1.25726  0.22
H: -1.42606 -0.60064 1.65680  0.23
H: -3.99126 0.27905 -0.44825  0.14

The energy relative to the best compared isomer or geometry (same formula, charge and spin) is 188.0 kJ/mol. As for the HOMO energy: -8.68 eV. As for the electronic energy: -651.1723 Eh. Its SMILES is CCN[C@H](C)CS.